*i*
The following is a DFT calculation (ωB97M-V/def2-TZVPD) of a cluster of 5 separate species, C20H25F15O10 in total.

Each atom is followed by the atoms it is bonded to, with distances in Å.
Atoms and positions in Å:
1 C 14.826 -11.678 0.315  C2 1.523, H10 1.090, H11 1.090, H12 1.090
2 C 14.967 -12.199 -1.109  C1 1.523, O3 1.405, H13 1.090, H14 1.090
3 O 13.730 -12.800 -1.398  C2 1.405, C4 1.318
4 C 13.735 -13.864 -2.176  O3 1.318, O5 1.205, C6 1.562
5 O 14.675 -14.281 -2.805  C4 1.205
6 C 12.470 -14.759 -1.982  C4 1.562, F7 1.320, F8 1.378, F9 1.370
7 F 11.642 -14.302 -1.060  C6 1.320
8 F 11.867 -14.955 -3.205  C6 1.378
9 F 12.884 -15.974 -1.504  C6 1.370
10 H 13.941 -11.055 0.449  C1 1.090
11 H 15.563 -10.955 0.665  C1 1.090
12 H 14.863 -12.461 1.072  C1 1.090
13 H 15.860 -12.776 -1.352  C2 1.090
14 H 15.123 -11.375 -1.806  C2 1.090
15 C 16.464 -14.966 11.880  C16 1.585, H24 1.090, H25 1.090, H26 1.090
16 C 16.253 -13.932 13.063  C15 1.585, O17 1.450, H27 1.090, H28 1.090
17 O 16.434 -12.564 12.617  C16 1.450, C18 1.316
18 C 15.868 -11.560 13.253  O17 1.316, O19 1.256, C20 1.514
19 O 15.219 -11.658 14.324  C18 1.256
20 C 16.076 -10.166 12.700  C18 1.514, F21 1.380, F22 1.306, F23 1.325
21 F 14.847 -9.540 12.654  C20 1.380
22 F 16.768 -9.485 13.574  C20 1.306
23 F 16.724 -10.267 11.548  C20 1.325
24 H 17.544 -15.104 11.841  C15 1.090
25 H 15.988 -14.587 10.975  C15 1.090
26 H 16.003 -15.918 12.142  C15 1.090
27 H 16.805 -14.279 13.937  C16 1.090
28 H 15.226 -14.012 13.418  C16 1.090
29 C 8.678 -10.096 2.878  C30 1.580, H38 1.090, H39 1.090, H40 1.090
30 C 8.498 -10.182 4.446  C29 1.580, O31 1.422, H41 1.090, H42 1.090
31 O 9.726 -10.414 5.124  C30 1.422, C32 1.352
32 C 10.567 -9.404 5.442  O31 1.352, O33 1.253, C34 1.617
33 O 10.612 -8.230 5.004  C32 1.253
34 C 11.856 -9.851 6.310  C32 1.617, F35 1.333, F36 1.320, F37 1.352
35 F 11.711 -11.057 6.856  C34 1.333
36 F 12.841 -9.898 5.433  C34 1.320
37 F 12.080 -8.889 7.233  C34 1.352
38 H 9.074 -11.043 2.514  C29 1.090
39 H 9.346 -9.256 2.691  C29 1.090
40 H 7.638 -9.864 2.648  C29 1.090
41 H 7.930 -11.095 4.623  C30 1.090
42 H 8.062 -9.259 4.829  C30 1.090
43 C 11.532 -3.412 9.065  C44 1.515, H52 1.090, H53 1.090, H54 1.090
44 C 12.230 -2.291 8.323  C43 1.515, O45 1.397, H55 1.090, H56 1.090
45 O 13.575 -2.469 8.659  C44 1.397, C46 1.383
46 C 14.544 -1.486 8.576  O45 1.383, O47 1.280, C48 1.521
47 O 14.368 -0.253 8.279  C46 1.280
48 C 15.916 -2.042 8.929  C46 1.521, F49 1.316, F50 1.387, F51 1.327
49 F 15.964 -3.223 9.507  C48 1.316
50 F 16.605 -2.163 7.731  C48 1.387
51 F 16.590 -1.222 9.725  C48 1.327
52 H 10.507 -3.552 8.722  C43 1.090
53 H 11.568 -3.213 10.136  C43 1.090
54 H 12.059 -4.348 8.882  C43 1.090
55 H 11.820 -1.362 8.718  C44 1.090
56 H 12.115 -2.320 7.239  C44 1.090
57 C 5.695 -16.799 0.846  C58 1.489, H66 1.090, H67 1.090, H68 1.090
58 C 4.971 -18.093 0.984  C57 1.489, O59 1.433, H69 1.090, H70 1.090
59 O 5.840 -19.147 0.553  C58 1.433, C60 1.353
60 C 5.695 -20.404 1.033  O59 1.353, O61 1.235, C62 1.558
61 O 5.059 -20.639 2.065  C60 1.235
62 C 6.714 -21.430 0.451  C60 1.558, F63 1.380, F64 1.313, F65 1.272
63 F 7.129 -22.294 1.443  C62 1.380
64 F 6.121 -22.119 -0.496  C62 1.313
65 F 7.709 -20.833 -0.071  C62 1.272
66 H 5.280 -15.906 1.314  C57 1.090
67 H 5.906 -16.650 -0.213  C57 1.090
68 H 6.679 -16.822 1.313  C57 1.090
69 H 4.064 -18.049 0.380  C58 1.090
70 H 4.527 -18.264 1.964  C58 1.090

HOMO   -11.09 eV
Net charge   0

---

*ii*
The following is a DFT calculation (ωB97M-V/def2-TZVPD) of a cluster of 5 separate species, C20H25F15O10 in total.

Each atom is followed by the atoms it is bonded to, with distances in Å.
Atoms and positions in Å:
1 C -2.311 3.079 0.268  C2 1.478, H10 1.071, H11 1.126, H12 1.026
2 C -2.785 2.460 1.524  C1 1.478, O3 1.478, H13 1.034, H14 1.239
3 O -4.258 2.390 1.622  C2 1.478, C4 1.371
4 C -4.858 2.611 2.835  O3 1.371, O5 1.247, C6 1.558
5 O -4.285 2.632 3.942  C4 1.247
6 C -6.409 2.698 2.721  C4 1.558, F7 1.425, F8 1.411, F9 1.370
7 F -7.103 2.850 3.956  C6 1.425
8 F -6.616 3.857 1.943  C6 1.411
9 F -6.920 1.526 2.229  C6 1.370
10 H -1.288 2.821 0.081  C1 1.071
11 H -2.675 4.145 0.274  C1 1.126
12 H -2.840 2.758 -0.550  C1 1.026
13 H -2.273 2.573 2.415  C2 1.034
14 H -2.361 1.296 1.532  C2 1.239
15 C -3.337 -1.095 -3.644  C16 1.561, H24 1.029, H25 1.017, H26 1.116
16 C -3.097 -0.599 -2.184  C15 1.561, O17 1.426, H27 0.906, H28 1.188
17 O -1.680 -0.442 -2.172  C16 1.426, C18 1.416
18 C -0.992 -0.591 -0.943  O17 1.416, O19 1.283, C20 1.463
19 O -1.581 -0.665 0.194  C18 1.283
20 C 0.451 -0.742 -1.130  C18 1.463, F21 1.356, F22 1.432, F23 1.362
21 F 1.249 -0.398 -0.089  C20 1.356
22 F 0.910 -2.023 -1.575  C20 1.432
23 F 0.802 0.106 -2.136  C20 1.362
24 H -4.363 -1.019 -3.626  C15 1.029
25 H -2.906 -1.950 -3.988  C15 1.017
26 H -3.246 -0.251 -4.369  C15 1.116
27 H -3.338 -1.210 -1.560  C16 0.906
28 H -3.826 0.228 -1.742  C16 1.188
29 C 6.344 -1.409 2.488  C30 1.555, H38 1.150, H39 1.011, H40 1.243
30 C 6.093 0.081 2.854  C29 1.555, O31 1.410, H41 1.104, H42 1.086
31 O 4.748 0.413 2.594  C30 1.410, C32 1.327
32 C 4.466 1.710 2.590  O31 1.327, O33 1.177, C34 1.578
33 O 5.161 2.563 3.009  C32 1.177
34 C 3.023 2.006 2.025  C32 1.578, F35 1.307, F36 1.319, F37 1.321
35 F 2.390 2.712 2.925  C34 1.307
36 F 3.110 2.617 0.859  C34 1.319
37 F 2.411 0.881 1.701  C34 1.321
38 H 5.565 -2.128 2.933  C29 1.150
39 H 7.206 -1.794 2.851  C29 1.011
40 H 6.489 -1.578 1.265  C29 1.243
41 H 6.955 0.713 2.576  C30 1.104
42 H 6.138 0.108 3.939  C30 1.086
43 C -6.727 -5.690 -0.731  C44 1.547, H52 1.140, H53 0.943, H54 1.151
44 C -5.388 -5.906 0.013  C43 1.547, O45 1.320, H55 1.142, H56 1.048
45 O -4.304 -5.794 -0.731  C44 1.320, C46 1.324
46 C -3.602 -4.694 -0.955  O45 1.324, O47 1.209, C48 1.548
47 O -4.136 -3.616 -0.832  C46 1.209
48 C -2.097 -4.898 -1.257  C46 1.548, F49 1.353, F50 1.413, F51 1.384
49 F -1.381 -3.760 -1.410  C48 1.353
50 F -1.515 -5.718 -0.265  C48 1.413
51 F -2.137 -5.575 -2.463  C48 1.384
52 H -7.451 -6.029 0.082  C43 1.140
53 H -6.677 -6.372 -1.380  C43 0.943
54 H -6.657 -4.606 -1.111  C43 1.151
55 H -5.615 -6.988 0.299  C44 1.142
56 H -5.474 -5.490 0.971  C44 1.048
57 C 5.818 5.210 -1.261  C58 1.604, H66 1.165, H67 1.083, H68 1.150
58 C 6.016 3.739 -0.654  C57 1.604, O59 1.457, H69 0.969, H70 1.174
59 O 5.394 2.856 -1.632  C58 1.457, C60 1.341
60 C 5.209 1.564 -1.325  O59 1.341, O61 1.200, C62 1.545
61 O 5.566 1.063 -0.295  C60 1.200
62 C 4.395 0.879 -2.445  C60 1.545, F63 1.377, F64 1.296, F65 1.305
63 F 3.601 -0.094 -1.880  C62 1.377
64 F 3.695 1.740 -3.115  C62 1.296
65 F 5.340 0.435 -3.228  C62 1.305
66 H 6.577 5.959 -0.792  C57 1.165
67 H 4.852 5.693 -1.177  C57 1.083
68 H 5.833 5.098 -2.405  C57 1.150
69 H 5.540 3.655 0.186  C58 0.969
70 H 7.147 3.426 -0.631  C58 1.174

HOMO   -10.79 eV
Net charge   0

---

Which is the most stable structure? *i* is the most stable.

---

*i*
The following is a DFT calculation (ωB97M-V/def2-TZVPD) of a cluster of 2 separate species, C4H12N2O2 in total.

Each atom is followed by the atoms it is bonded to, with distances in Å.
Atoms and positions in Å:
1 C -2.302 -0.836 -1.444  O2 1.411, H6 1.090, H7 1.100, H8 1.095
2 O -1.435 -0.820 -0.331  C1 1.411, C3 1.405
3 C -1.521 0.360 0.426  O2 1.405, N4 1.445, O5 1.372, H9 1.115
4 N -0.607 0.170 1.529  C3 1.445, H10 1.011, H11 1.012
5 O -1.205 1.490 -0.285  C3 1.372, H12 0.987
6 H -2.090 -1.761 -1.980  C1 1.090
7 H -3.353 -0.825 -1.118  C1 1.100
8 H -2.120 0.026 -2.093  C1 1.095
9 H -2.579 0.504 0.746  C3 1.115
10 H -0.701 0.932 2.186  N4 1.011
11 H -0.805 -0.705 1.997  N4 1.012
12 H -0.258 1.436 -0.558  O5 0.987
13 H 2.239 1.839 -0.510  N14 1.019
14 N 1.526 1.142 -0.722  H13 1.019, C15 1.258
15 C 1.749 -0.007 -0.263  N14 1.258, C16 1.490, H17 1.087
16 C 2.911 -0.452 0.558  C15 1.490, H18 1.091, H19 1.084, H20 1.084
17 H 0.991 -0.760 -0.462  C15 1.087
18 H 3.317 -1.384 0.163  C16 1.091
19 H 2.554 -0.650 1.562  C16 1.084
20 H 3.689 0.301 0.597  C16 1.084

HOMO   -9.59 eV
Net charge   0

---

*ii*
The following is a DFT calculation (ωB97M-V/def2-TZVPD) of a cluster of 2 separate species, C4H12N2O2 in total.

Each atom is followed by the atoms it is bonded to, with distances in Å.
Atoms and positions in Å:
1 C 0.320 1.357 0.322  O7 1.378, O8 1.379, H12 1.088
2 C -1.230 -0.024 -0.649  C3 1.470, C4 1.497, H13 1.086
3 C -0.347 -1.172 -0.395  C2 1.470, N5 1.524, H16 1.097, H17 1.098
4 C -2.429 0.210 0.215  C2 1.497, H18 1.092, H19 1.109, H20 1.092
5 N 1.070 -0.613 -0.381  C3 1.524, N6 1.432, H11 1.016
6 N 2.160 -1.293 0.252  N5 1.432, H14 1.017, H15 1.018
7 O 0.966 2.030 -0.693  C1 1.378, H9 0.969
8 O 1.012 1.274 1.512  C1 1.379, H10 0.979
9 H 1.888 2.176 -0.434  O7 0.969
10 H 1.829 0.755 1.365  O8 0.979
11 H 1.319 -0.334 -1.326  N5 1.016
12 H -0.620 1.844 0.574  C1 1.088
13 H -1.320 0.266 -1.692  C2 1.086
14 H 1.810 -1.993 0.901  N6 1.017
15 H 2.753 -1.780 -0.417  N6 1.018
16 H -0.485 -1.608 0.602  C3 1.097
17 H -0.395 -1.969 -1.150  C3 1.098
18 H -2.705 -0.671 0.799  C4 1.092
19 H -2.293 1.022 0.958  C4 1.109
20 H -3.302 0.521 -0.364  C4 1.092

HOMO   -6.77 eV
Net charge   0

---

*iii*
The following is a DFT calculation (ωB97M-V/def2-TZVPD) of a cluster of 2 separate species, C4H12N2O2 in total.

Each atom is followed by the atoms it is bonded to, with distances in Å.
Atoms and positions in Å:
1 N -1.582 1.113 -0.131  C2 1.491, H8 1.031, H9 0.981
2 C -1.577 -0.303 0.338  N1 1.491, C3 1.515, H10 1.154, H11 1.111
3 C -0.707 -1.192 -0.527  C2 1.515, C4 1.597, H12 1.043, H13 1.128
4 C 0.729 -0.540 -0.780  C3 1.597, N5 1.486, C6 1.518, H14 1.118
5 N 1.512 -0.312 0.462  C4 1.486, H15 1.021, H16 1.026
6 C 1.547 -1.402 -1.724  C4 1.518, O7 1.202, H17 1.089
7 O 1.961 -2.497 -1.448  C6 1.202
8 H -2.274 1.568 0.482  N1 1.031
9 H -0.664 1.457 -0.093  N1 0.981
10 H -2.643 -0.741 0.271  C2 1.154
11 H -1.214 -0.491 1.371  C2 1.111
12 H -1.198 -1.439 -1.414  C3 1.043
13 H -0.567 -2.243 -0.144  C3 1.128
14 H 0.412 0.381 -1.328  C4 1.118
15 H 1.417 -0.983 1.226  N5 1.021
16 H 1.351 0.536 1.017  N5 1.026
17 H 1.861 -0.764 -2.549  C6 1.089
18 O 0.520 2.500 1.990  H19 0.947, H20 0.913
19 H -0.179 2.531 1.352  O18 0.947
20 H 1.295 2.820 1.629  O18 0.913

HOMO   -9.23 eV
Net charge   0

---

Which is the most stable structure? *i* is the most stable.